[1]
{
  "formula": "C7H13O",
  "method": "ωB97M-V with the def2-TZVPD basis set",
  "elements": ["C", "O", "C", "C", "C", "C", "C", "C", "H", "H", "H", "H", "H", "H", "H", "H", "H", "H", "H", "H", "H"],
  "positions_angstrom": [[3.5011, 0.2127, -0.1872], [4.1820, 1.3495, -0.5426], [2.0140, 0.3485, -0.6371], [0.9378, 0.0379, 0.3840], [-0.4293, 0.4350, 0.0584], [-3.9964, -1.1013, 0.1033], [-2.9519, -0.0140, 0.1297], [-1.6026, -0.2977, 0.2356], [3.8808, -0.7709, -0.6052], [3.5285, -0.0382, 0.8749], [1.8290, 1.4134, -0.9269], [1.9742, -0.0867, -1.6727], [1.0371, -1.0643, 0.5753], [1.2037, 0.4658, 1.3876], [-0.6688, 1.4815, -0.1714], [2.8426, 1.8683, 0.4726], [-4.4495, -1.1163, -0.8934], [-3.4998, -2.0004, 0.4377], [-4.8261, -0.7462, 0.7431], [-3.1650, 0.9816, -0.2522], [-1.3411, -1.3582, 0.4865]],
  "atomic_forces_ev_per_a": [[-1.2882, -2.2073, -0.4255], [-1.6323, 1.3177, 2.1617], [0.5650, 1.1871, -1.0982], [0.0575, -1.9789, 0.0430], [-1.4971, 0.8270, -0.5513], [-0.1452, 2.3063, 0.1261], [1.4554, 0.0862, -0.2742], [0.4799, -1.7555, 0.4098], [0.2231, 0.9462, -0.3772], [0.0095, 0.2567, 0.5050], [0.4510, -0.2478, 0.3756], [-0.6964, -0.3053, 0.9453], [-0.6053, 0.5547, 0.0268], [0.7816, 0.5790, -0.2127], [0.7299, 0.0543, -0.0066], [2.3550, 0.0938, -1.6694], [0.0864, -0.8014, -0.1740], [-0.4736, -0.5433, -0.0531], [0.1046, -0.8170, 0.1841], [-0.4608, 0.0308, 0.0832], [-0.5001, 0.4167, -0.0183]],
  "lowdin_charge": [-0.5418, -0.2156, -0.2809, -0.3269, -0.2217, -0.1818, -0.2628, -0.2537, 0.1031, 0.0712, 0.0906, 0.1173, 0.1149, 0.0975, 0.0828, 0.3140, 0.0439, 0.0487, 0.0456, 0.0610, 0.0946],
  "e_above_lowest_kj_mol": 558.4,
  "mol_weight_da": 113.18,
  "energy_ha": -349.50913,
  "orbital_gap_ha": 0.13253,
  "charge": -1,
  "spin_multiplicity": 1
}

***

[2]
{
  "formula": "C7H13O2",
  "method": "ωB97M-V with the def2-TZVPD basis set",
  "elements": ["C", "C", "C", "C", "C", "C", "C", "O", "O", "H", "H", "H", "H", "H", "H", "H", "H", "H", "H", "H", "H", "H"],
  "positions_angstrom": [[0.7632, 0.5280, 1.1861], [1.9752, 0.0173, 0.9162], [3.5452, 0.3946, -1.1113], [-3.7698, -0.4256, -0.4247], [2.8481, -0.4107, -0.0837], [-2.3714, 0.4656, -0.3254], [-1.3860, -0.5024, 0.2727], [0.2109, 0.8798, 2.3324], [-0.0323, 0.3435, 0.2144], [0.5423, 1.3932, 3.0421], [4.0424, 1.3351, -0.7773], [2.6977, 0.6030, -1.7846], [4.4219, -0.2836, -1.5053], [-3.4355, -1.3862, -0.8283], [-4.1689, -0.6787, 0.5704], [-4.4687, 0.0354, -1.1284], [3.6326, -1.1145, 0.1924], [2.1370, -1.1448, -0.4539], [-2.3489, 1.3425, 0.3015], [-2.0014, 0.6655, -1.4163], [-1.5905, -0.7770, 1.2603], [-1.2430, -1.2802, -0.4495]],
  "atomic_forces_ev_per_a": [[1.1046, 0.0632, 2.7816], [-1.0521, -0.1903, -0.6037], [1.0839, 0.3130, -1.4799], [2.1897, 0.8825, 0.2741], [2.5575, -0.1855, 1.5814], [-0.9017, -1.8672, -1.7695], [0.8851, 2.2893, -1.8636], [-1.5890, -0.6524, -1.1244], [-1.8068, -1.3005, -1.8703], [1.4537, 0.7587, 0.7394], [-0.7065, -0.7087, 0.0003], [1.1827, 0.3985, -0.7971], [-2.0514, 1.4994, 0.0687], [-0.2504, 0.0842, -0.2705], [-0.1265, 0.6107, -0.4288], [0.0164, -0.0960, 0.5120], [-0.3790, -0.6317, 1.1696], [-0.7353, -0.5545, -0.5025], [-0.6665, 0.4807, -0.1602], [-0.8417, 0.0244, 2.0702], [0.0465, -0.4939, 1.4930], [0.5868, -0.7239, 0.1800]],
  "lowdin_charge": [-0.4579, 0.3127, -0.0668, -0.0445, -0.2573, -0.1774, -0.0499, 0.1988, 0.0461, 0.1358, 0.1048, 0.0953, 0.1341, 0.0614, 0.0773, 0.0739, 0.1478, 0.1764, 0.1012, 0.1498, 0.1166, 0.1217],
  "e_above_lowest_kj_mol": 407.7,
  "mol_weight_da": 129.18,
  "energy_ha": -424.54397,
  "orbital_gap_ha": 0.28815,
  "charge": 1,
  "spin_multiplicity": 1
}

***

[3]
{
  "formula": "C7H14",
  "method": "ωB97M-V with the def2-TZVPD basis set",
  "elements": ["C", "C", "C", "C", "C", "C", "C", "H", "H", "H", "H", "H", "H", "H", "H", "H", "H", "H", "H", "H", "H"],
  "positions_angstrom": [[2.3532, -0.2418, 0.0985], [1.0266, -0.4640, -0.5968], [-0.0018, -1.3560, 0.0926], [-1.1898, -0.6434, -0.5180], [-2.4208, -0.4835, 0.3465], [0.0884, 0.7424, -0.7345], [-0.0154, 1.7441, 0.3685], [2.2067, 0.1608, 1.1079], [2.8996, -1.1859, 0.1901], [2.9825, 0.4622, -0.4577], [1.1988, -0.8807, -1.5993], [0.1092, -2.4377, -0.0475], [0.0099, -1.1673, 1.1846], [-1.0923, -0.1532, -1.4625], [-2.1592, -0.0427, 1.3228], [-3.1947, 0.1280, -0.1243], [-2.8775, -1.4631, 0.5685], [0.2192, 1.2717, -1.7173], [0.9082, 2.3203, 0.4852], [-0.2217, 1.2328, 1.3113], [-0.8291, 2.4568, 0.1812]],
  "atomic_forces_ev_per_a": [[0.1603, 0.0071, 0.0515], [0.3402, -0.0679, 0.0836], [0.1556, 0.0139, -0.1974], [0.9007, 1.9183, 0.8998], [0.1717, 0.2694, -0.2183], [-0.1186, -0.0852, 0.7009], [0.1425, 0.0708, 0.3541], [0.0172, -0.0521, -0.1435], [-0.0035, 0.1050, 0.0078], [-0.0397, -0.0804, 0.0756], [0.0232, 0.1690, 0.1378], [-0.1344, 0.0842, -0.0581], [-0.0135, -0.0221, -0.3421], [-1.2968, -1.8858, -1.8876], [-0.1288, -0.0241, -0.1757], [0.0827, -0.0036, 0.0686], [0.2728, 0.2056, -0.1972], [-0.7218, -0.6374, 0.6144], [-0.0061, 0.0374, 0.0718], [0.0478, 0.1651, 0.1270], [0.1486, -0.1872, 0.0269]],
  "lowdin_charge": [-0.0721, -0.3851, -0.1717, -0.2164, -0.0955, -0.2248, -0.1040, 0.0760, 0.0777, 0.0792, 0.1409, 0.1090, 0.1185, 0.0817, 0.0670, 0.0708, 0.0798, 0.1368, 0.0766, 0.0721, 0.0836],
  "e_above_lowest_kj_mol": 290.7,
  "mol_weight_da": 98.19,
  "energy_ha": -275.00551,
  "smiles": "C[C@@H]1[C@H](C)C[C@@H]1C",
  "orbital_gap_ha": 0.33063,
  "charge": 0,
  "spin_multiplicity": 1
}

***

> Among the records above, which one has the lowest charge?

C7H13O